DFT (ωB97M-V/def2-TZVPD) results for a structure of composition C28H36FN6O9SScSe in a non-equilibrium geometry.

Output
frontier orbital gap: 6.124 eV
energy above the lowest of the compared OMol25 structures with the same formula, charge and spin: 45.1 kcal/mol

ORCA input file:
```
! RIJCOSX wB97M-V def2-TZVPD def2/J DEFGRID3
* xyz -2 1
Sc -0.54 -0.49 0.17
C -1.58 -1.61 -4.04
C -0.62 -1.12 -2.97
O -0.83 -1.57 -1.80
C 0.44 -0.31 -3.36
C 1.49 0.04 -2.42
C 2.92 -0.11 -2.87
N 1.20 0.36 -1.21
N 2.30 0.39 -0.31
C 2.32 -0.70 0.42
O 1.46 -1.64 0.43
C 3.48 -0.80 1.37
C 3.44 -1.76 2.38
C 4.48 -1.88 3.28
C 5.60 -1.05 3.18
C 5.65 -0.10 2.16
C 4.60 0.02 1.26
H -2.59 -1.32 -3.74
H -1.55 -2.71 -4.06
H -1.36 -1.22 -5.03
H 0.60 -0.14 -4.42
H 2.97 -0.22 -3.95
H 3.36 -1.00 -2.41
H 3.52 0.74 -2.54
H 2.54 -2.36 2.46
H 4.42 -2.60 4.08
H 6.41 -1.14 3.89
H 6.52 0.55 2.07
H 4.62 0.76 0.47
C 0.47 5.00 -0.04
S -0.56 3.53 0.24
C 0.49 2.85 1.52
O -1.81 4.06 0.85
H 0.54 5.55 0.90
H -0.03 5.60 -0.79
H 1.46 4.70 -0.40
H 1.50 2.73 1.13
H 0.10 1.87 1.82
H 0.46 3.51 2.39
C -1.60 2.82 -2.81
N -2.60 2.18 -3.63
C -2.86 2.45 -4.96
C -3.91 1.68 -5.33
N -4.27 0.94 -4.22
C -5.33 -0.03 -4.14
C -3.47 1.24 -3.16
Se -3.49 0.56 -1.46
H -1.05 3.54 -3.42
H -0.91 2.07 -2.42
H -2.08 3.32 -1.97
H -2.29 3.17 -5.52
H -4.41 1.59 -6.28
H -5.82 -0.09 -5.12
H -6.05 0.26 -3.38
H -4.93 -1.00 -3.86
O -1.90 -0.06 1.03
C -1.62 -5.24 0.84
C -0.87 -4.04 0.31
C 0.28 -4.23 -0.64
O -1.21 -2.94 0.67
H -1.24 -6.19 0.46
H -2.67 -5.14 0.58
H -1.56 -5.23 1.93
H 0.48 -5.28 -0.87
H 1.15 -3.74 -0.20
H 0.05 -3.65 -1.54
F 3.59 0.18 8.51
C 3.06 1.05 7.62
C 2.97 0.73 6.32
N 2.47 1.59 5.38
C 2.34 1.11 4.00
C 1.33 -0.07 3.85
O 1.30 -0.85 4.83
O 0.78 -0.14 2.75
C 1.98 2.82 5.74
O 1.52 3.65 4.97
N 2.07 3.10 7.10
C 2.60 2.32 8.12
O 2.64 2.72 9.27
H 3.27 -0.23 5.94
H 3.32 0.71 3.71
H 2.10 1.95 3.36
H 1.71 4.01 7.37
*
```

***

DFT (ωB97M-V/def2-TZVPD) results for a structure of composition C28H36N7RhSSe2 in a non-equilibrium geometry.

Output
frontier orbital gap: 5.610 eV

ORCA input file:
```
! RIJCOSX wB97M-V def2-TZVPD def2/J DEFGRID3
* xyz 2 1
Rh 0.96 0.82 -0.06
C 3.59 -5.53 2.04
C 2.73 -4.39 1.60
C 1.60 -4.58 0.80
C 0.82 -3.53 0.40
C 1.08 -2.20 0.79
N 0.25 -1.17 0.38
C -1.13 -1.35 0.40
C -1.75 -2.10 1.42
C -3.11 -2.32 1.45
C -3.95 -1.80 0.46
C -5.43 -2.04 0.47
C -3.36 -1.02 -0.52
C -1.99 -0.78 -0.55
N -1.50 0.03 -1.61
C -1.85 -0.05 -2.90
C -1.36 1.06 -3.55
C -0.70 1.78 -2.56
N -0.80 1.16 -1.38
C 2.23 -2.00 1.57
C 3.03 -3.08 1.96
N 2.58 -0.72 2.07
C 3.07 -0.46 3.30
C 3.40 0.88 3.34
C 3.09 1.37 2.08
N 2.60 0.39 1.31
H 2.99 -6.43 2.18
H 4.11 -5.31 2.97
H 4.35 -5.76 1.28
H 1.35 -5.59 0.48
H -0.03 -3.70 -0.24
H -1.13 -2.49 2.21
H -3.54 -2.90 2.25
H -5.67 -3.06 0.78
H -5.87 -1.86 -0.51
H -5.92 -1.37 1.18
H -3.98 -0.58 -1.29
H -2.43 -0.89 -3.27
H -1.46 1.31 -4.59
H -0.19 2.73 -2.64
H 3.91 -2.89 2.56
H 3.11 -1.21 4.06
H 3.82 1.42 4.17
H 3.20 2.37 1.70
C 1.62 4.54 -1.40
Se 2.49 2.87 -0.91
C 3.05 2.31 -2.71
C 3.40 0.84 -2.76
Se 1.85 -0.31 -2.40
C 2.81 -1.99 -2.26
H 2.30 5.09 -2.06
H 1.47 5.12 -0.49
H 0.67 4.37 -1.90
H 3.93 2.91 -2.95
H 2.25 2.57 -3.41
H 4.17 0.59 -2.04
H 3.75 0.59 -3.76
H 3.54 -1.94 -1.45
H 3.29 -2.19 -3.21
H 2.07 -2.76 -2.04
S -0.20 1.69 1.89
C -1.61 2.36 1.13
N -1.58 3.59 0.63
C -2.75 4.26 0.06
C -4.01 3.67 0.68
C -3.96 2.16 0.50
N -2.72 1.65 1.09
H -0.72 4.10 0.74
H -2.76 4.12 -1.02
H -2.68 5.33 0.26
H -4.89 4.08 0.21
H -4.04 3.90 1.74
H -3.98 1.90 -0.57
H -4.80 1.67 0.98
H -2.70 0.73 1.50
*
```

***

DFT (ωB97M-V/def2-TZVPD) results for a cluster of 2 separate species, C28H37BN in total in a non-equilibrium geometry.

Output
frontier orbital gap: 6.441 eV
energy above the lowest of the compared OMol25 structures with the same formula, charge and spin: 8.2 kcal/mol

ORCA input file:
```
! RIJCOSX wB97M-V def2-TZVPD def2/J DEFGRID3
* xyz 1 1
C -6.09 -0.78 -4.31
C -4.77 -0.49 -3.66
C -4.72 0.10 -2.39
C -3.51 0.32 -1.75
C -2.28 0.00 -2.37
C -1.03 0.27 -1.70
C 0.21 -0.07 -2.28
C 1.41 0.55 -1.95
C 2.65 0.37 -2.65
C 3.87 0.84 -2.09
C 5.08 0.59 -2.71
C 5.13 -0.11 -3.93
C 6.46 -0.41 -4.55
C 3.93 -0.52 -4.52
C 2.71 -0.29 -3.91
C -2.34 -0.56 -3.69
C -3.57 -0.79 -4.30
H -5.94 -1.24 -5.29
H -6.69 -1.45 -3.69
H -6.68 0.14 -4.45
H -5.66 0.37 -1.90
H -3.48 0.74 -0.74
H -1.05 1.06 -0.94
H 0.23 -0.89 -3.01
H 1.41 1.24 -1.11
H 3.83 1.39 -1.15
H 6.01 0.94 -2.26
H 6.32 -0.94 -5.50
H 7.02 0.51 -4.75
H 7.08 -1.03 -3.90
H 3.98 -1.04 -5.48
H 1.78 -0.60 -4.39
H -1.42 -0.79 -4.22
H -3.60 -1.22 -5.31
C 1.38 -1.83 2.33
C 1.22 -0.33 2.19
N -0.14 0.15 2.69
C -0.34 -0.34 4.09
C 0.65 -0.02 5.01
C 0.51 -0.41 6.34
C -0.62 -1.14 6.74
C -1.60 -1.46 5.80
C -1.47 -1.05 4.46
C -0.08 1.68 2.77
C -1.29 2.25 3.50
C 0.08 2.31 1.40
B -1.29 -0.37 1.67
H -0.91 -0.17 0.33
H 2.35 -2.10 1.90
H 1.39 -2.15 3.38
H 0.60 -2.38 1.79
H 1.98 0.20 2.77
H 1.31 -0.01 1.14
H 1.53 0.55 4.70
H 1.29 -0.15 7.06
H -0.74 -1.44 7.78
H -2.49 -2.04 6.09
H -2.25 -1.30 3.74
H 0.82 1.90 3.36
H -1.20 3.34 3.49
H -2.23 1.98 3.00
H -1.33 1.93 4.54
H 0.16 3.40 1.53
H 0.98 1.97 0.88
H -0.80 2.12 0.77
H -1.45 -1.57 1.77
H -2.32 0.24 1.85
*
```

***

DFT (ωB97M-V/def2-TZVPD) results for a cluster of 2 separate species, C28H37ClF5N6O6S in total in a non-equilibrium geometry.

Output
frontier orbital gap: 7.100 eV

ORCA input file:
```
! RIJCOSX wB97M-V def2-TZVPD def2/J DEFGRID3
* xyz 1 1
N -0.48 -0.68 4.02
C -0.73 0.22 3.32
O -1.05 1.09 2.39
C -0.47 0.86 1.12
N 0.70 -0.01 0.97
C 1.95 0.53 1.56
C 2.95 1.18 0.53
N 4.31 0.95 0.98
C 0.50 -1.09 0.32
C 1.57 -2.12 -0.03
F 1.55 -3.19 0.79
F 2.84 -1.62 0.08
C 1.48 -2.65 -1.47
C 1.52 -1.79 -2.57
C 1.40 -2.31 -3.84
C 1.22 -3.67 -4.07
C 1.21 -4.51 -2.97
C 1.06 -6.02 -3.13
F 0.25 -6.51 -2.16
F 2.27 -6.58 -2.87
F 0.64 -6.39 -4.33
C 1.33 -4.00 -1.69
C -1.03 -1.05 -0.05
C -1.53 -1.99 -1.18
C -3.04 -2.35 -1.12
C -3.63 -2.53 -2.53
Cl -2.76 -3.88 -3.33
N -1.74 -1.62 1.17
C -1.36 -2.69 1.61
S -1.27 -4.20 1.99
C -1.41 0.50 -0.10
C -0.85 0.94 -1.48
C -0.43 2.43 -1.61
O 0.96 2.64 -1.34
C -1.24 3.48 -0.79
N -0.40 4.69 -0.62
C -2.88 0.87 0.21
C -3.77 1.34 -0.97
O -4.46 0.29 -1.66
C -4.89 2.26 -0.35
N -4.63 3.68 -0.68
H -0.04 1.85 0.88
H 1.68 1.24 2.35
H 2.46 -0.31 2.07
H 2.77 0.85 -0.50
H 2.78 2.27 0.57
H 4.55 -0.04 0.91
H 4.39 1.27 1.95
H 1.65 -0.71 -2.46
H 1.41 -1.66 -4.71
H 1.11 -4.10 -5.06
H 1.28 -4.72 -0.88
H -1.00 -2.95 -1.13
H -1.33 -1.60 -2.19
H -3.64 -1.70 -0.48
H -3.11 -3.35 -0.66
H -4.71 -2.68 -2.49
H -3.47 -1.62 -3.13
H -1.57 0.74 -2.28
H 0.04 0.36 -1.77
H -0.56 2.71 -2.67
H 1.47 2.51 -2.14
H -1.52 3.17 0.23
H -2.13 3.81 -1.34
H -0.97 5.33 -0.07
H -0.19 5.10 -1.52
H -3.43 0.05 0.70
H -2.93 1.70 0.94
H -3.28 1.96 -1.72
H -5.12 -0.05 -1.04
H -5.86 1.99 -0.81
H -5.00 2.10 0.74
H -5.36 4.25 -0.28
H -4.76 3.74 -1.69
C 4.39 3.25 5.66
C 5.19 2.31 6.52
O 5.27 1.13 5.71
C 5.11 1.51 4.43
O 5.29 0.80 3.48
O 4.72 2.81 4.34
H 4.67 4.29 5.80
H 3.32 3.15 5.81
H 6.20 2.67 6.72
H 4.70 2.09 7.47
*
```

***

DFT (ωB97M-V/def2-TZVPD) results for a structure of composition C28H37ClN4OsP2 in a non-equilibrium geometry.

Output
frontier orbital gap (alpha / beta): 5.240 / 3.852 eV
energy above the lowest of the compared OMol25 structures with the same formula, charge and spin: 38.6 kcal/mol

ORCA input file:
```
! RIJCOSX wB97M-V def2-TZVPD def2/J DEFGRID3
* xyz 2 5
Os 0.30 -0.20 2.09
C -0.70 0.66 4.14
C -1.21 1.12 2.89
C -1.15 2.58 2.47
C 0.01 2.97 1.54
C 1.16 1.99 1.56
C 1.70 1.43 2.76
C 1.45 2.03 4.17
C 0.29 1.41 4.97
C 1.57 -1.41 3.20
H -1.26 -0.09 4.72
H -2.13 0.60 2.58
H -1.14 3.14 3.41
H -2.07 2.83 1.93
H -0.31 3.07 0.51
H 0.36 3.98 1.87
H 1.80 1.97 0.66
H 2.72 1.01 2.74
H 1.30 3.11 4.14
H 2.35 1.88 4.81
H 0.67 0.72 5.74
H -0.16 2.23 5.56
H 1.26 -1.39 4.27
H 2.60 -1.00 3.18
H 1.60 -2.48 2.92
P 1.40 -1.19 -0.51
P -2.23 0.07 -0.56
N 2.71 -0.13 -1.02
N 1.99 -2.46 -1.82
N -2.23 1.27 -1.99
N -3.72 -0.82 -1.18
C 0.21 -0.54 -1.70
C -1.18 -1.13 -1.41
C 3.86 -0.09 -0.22
C 4.81 0.68 -0.87
C 4.25 1.12 -2.11
C 2.97 0.59 -2.20
C 2.39 -3.74 -1.40
C 2.95 -4.44 -2.49
C 2.85 -3.57 -3.62
C 2.25 -2.38 -3.18
C -2.73 2.53 -1.63
C -2.44 3.43 -2.64
C -1.71 2.73 -3.66
C -1.63 1.40 -3.23
C -4.65 -0.17 -1.98
C -5.39 -1.10 -2.68
C -4.98 -2.39 -2.25
C -3.94 -2.20 -1.35
H 0.44 -0.81 -2.73
H 0.27 0.55 -1.61
H -1.64 -1.54 -2.33
H -1.19 -1.94 -0.66
H 3.87 -0.63 0.71
H 5.78 0.93 -0.48
H 4.69 1.78 -2.85
H 2.24 0.66 -3.00
H 2.23 -4.03 -0.36
H 3.34 -5.46 -2.45
H 3.14 -3.77 -4.65
H 1.97 -1.52 -3.78
H -3.25 2.66 -0.70
H -2.65 4.50 -2.62
H -1.23 3.16 -4.52
H -1.19 0.55 -3.73
H -4.70 0.92 -2.00
H -6.10 -0.86 -3.45
H -5.38 -3.35 -2.54
H -3.36 -2.91 -0.77
Cl -0.84 -3.10 1.71
C -0.87 -1.74 2.86
H -1.93 -1.53 3.06
H -0.47 -2.14 3.81
*
```

***

DFT (ωB97M-V/def2-TZVPD) results for a structure of composition C28H37ClN4P2Pd in a non-equilibrium geometry.

Output
frontier orbital gap (alpha / beta): 5.261 / 3.787 eV

ORCA input file:
```
! RIJCOSX wB97M-V def2-TZVPD def2/J DEFGRID3
* xyz 2 5
Pd -0.30 -2.86 1.52
C -1.10 2.58 4.39
C -1.37 1.93 3.26
C -0.50 2.00 2.00
C 0.75 1.10 1.99
C 1.97 1.54 2.74
C 2.10 2.59 3.53
C 1.25 3.77 3.74
C 0.06 3.52 4.71
C 1.01 -3.11 3.08
H -1.64 2.29 5.32
H -2.08 1.08 3.34
H -0.28 3.06 1.74
H -1.17 1.59 1.24
H 0.48 0.07 2.29
H 1.02 1.00 0.93
H 2.83 0.90 2.52
H 3.04 2.63 4.08
H 0.90 4.25 2.82
H 1.85 4.51 4.27
H 0.52 3.19 5.67
H -0.44 4.49 4.89
H 1.12 -2.06 3.19
H 1.94 -3.47 2.70
H 0.75 -3.54 4.06
P 1.40 -1.38 -0.91
P -2.15 -0.58 -0.82
N 2.79 -0.18 -1.28
N 2.12 -2.48 -2.10
N -2.24 1.11 -1.44
N -3.68 -0.96 -1.67
C 0.32 -0.52 -2.10
C -1.08 -1.15 -2.16
C 3.82 0.09 -0.40
C 4.75 0.94 -1.01
C 4.27 1.19 -2.34
C 3.07 0.49 -2.46
C 2.42 -3.80 -1.75
C 2.91 -4.45 -2.88
C 2.90 -3.51 -3.97
C 2.42 -2.30 -3.46
C -2.65 2.19 -0.62
C -2.55 3.37 -1.36
C -2.09 3.00 -2.67
C -1.91 1.65 -2.67
C -4.34 -0.33 -2.74
C -5.33 -1.18 -3.22
C -5.27 -2.39 -2.44
C -4.24 -2.24 -1.52
H 0.70 -0.55 -3.13
H 0.31 0.54 -1.81
H -1.52 -0.95 -3.14
H -1.04 -2.24 -2.05
H 3.80 -0.32 0.60
H 5.65 1.33 -0.58
H 4.70 1.80 -3.10
H 2.41 0.49 -3.31
H 2.19 -4.16 -0.75
H 3.24 -5.48 -2.95
H 3.15 -3.66 -5.01
H 2.23 -1.36 -3.99
H -2.94 2.02 0.42
H -2.72 4.38 -0.97
H -1.88 3.67 -3.50
H -1.55 1.00 -3.47
H -4.07 0.67 -3.06
H -6.00 -0.93 -4.03
H -5.90 -3.25 -2.58
H -3.86 -2.92 -0.78
Cl -0.80 -1.09 4.29
C -1.14 -2.68 3.44
H -1.17 -3.40 4.29
H -2.15 -2.56 3.09
*
```